Formula: CF2O3S2
Source: the Open Molecules 2025 dataset
Level of theory: ωB97M-V with the def2-TZVPD basis set

Cartesian coordinates (Å):
C: -0.4746 -0.0238 -0.0638
O: 1.5900 -1.5925 0.5853
O: 0.8222 2.7347 0.9823
O: 0.3290 0.8589 -0.9115
F: -0.8750 -2.7031 0.1397
F: -1.7050 0.0137 -0.5235
S: 0.5716 -1.5120 -0.4091
S: -0.2582 2.2239 0.2006

Values from the calculation:
spin multiplicity = 1
E_HOMO (alpha / beta) = -10.26 / -10.27 eV
ΔE to the lowest compared entry with this formula, charge and spin = 2.637 eV
gap between HOMO and LUMO (alpha / beta) = 0.29347 / 0.29189 Eh
max |F| = 0.0816 Eh/bohr


Formula: C34H59F3N6O14P2S
Source: the Open Molecules 2025 dataset
Level of theory: ωB97M-V with the def2-TZVPD basis set

Cartesian coordinates (Å):
C: 4.5996 -0.2723 4.2736
C: 3.0814 -0.3264 4.2874
C: 2.1950 0.3208 3.0209
P: 3.3771 1.7884 2.6093
P: 2.4933 3.4105 1.5249
O: 2.1386 4.7100 2.4130
O: 1.0946 3.0946 0.5575
O: 3.7287 4.0106 0.3939
C: 2.2178 -0.7913 1.7693
C: 3.1815 -0.4392 0.4634
O: 2.6131 0.6543 -0.3938
C: 3.8007 1.0354 -1.2290
S: 2.5314 -2.5900 2.1084
O: 2.3447 -3.4817 0.8147
O: 4.0038 -2.9226 2.5724
C: 1.4072 -3.4271 3.3571
F: -0.0580 -3.2960 3.0090
F: 1.6973 -3.1224 4.7750
F: 1.6789 -4.9074 3.2039
N: 0.7751 -0.5931 1.2577
C: -0.0319 0.4879 2.0076
O: -1.0197 1.0556 1.3298
C: 0.6217 0.6888 3.4925
C: 0.4476 2.0847 4.3225
C: -1.0293 2.7831 4.2880
O: -2.1716 2.2648 3.8415
C: -1.1621 4.3053 4.9694
C: 0.0761 5.3616 5.1453
C: -0.2788 6.8186 5.8772
C: -1.7673 7.2341 6.4373
C: -3.0077 6.1582 6.2911
C: -2.6772 4.7217 5.5398
O: 0.2826 -0.5628 4.1542
C: -0.9750 -0.6405 4.8421
C: -2.2610 -1.2075 3.9349
N: -3.5625 -0.4399 4.2509
C: -4.2728 -0.0170 2.9847
C: -4.9192 -1.2394 2.1048
C: -6.3344 -0.7017 1.3939
O: -3.9930 -1.4750 0.9478
H: 5.2253 0.0228 5.2467
H: 5.1035 -0.4774 3.2369
H: 2.6165 -0.7853 5.2550
H: 3.6980 2.3380 3.9350
H: 1.3709 3.0422 -0.4226
H: 3.4689 4.9375 0.0862
H: 3.2793 -1.3533 -0.2983
H: 4.3117 -0.2138 0.7756
H: 4.4566 0.0657 -1.4635
H: 4.5285 1.7375 -0.5994
H: 3.5059 1.4801 -2.2702
H: 0.1711 -1.4436 1.2594
H: 0.6467 1.8060 5.4677
H: 1.2160 2.9308 4.0762
H: 1.1628 5.1069 4.7965
H: 0.5756 7.6389 6.0203
H: -1.9997 8.2717 6.9794
H: -4.0825 6.4354 6.7267
H: -3.6022 3.9744 5.4436
H: -1.3541 0.2924 5.4291
H: -0.8473 -1.4867 5.6798
H: -2.0290 -1.2692 2.7917
H: -2.5028 -2.3280 4.2710
H: -4.2419 -1.1087 4.7248
H: -3.4958 0.5711 2.3320
H: -5.1236 0.7489 3.3252
H: -5.1108 -2.2149 2.7331
H: -7.1779 -1.5241 1.4135
H: -6.7680 0.2520 1.9312
H: -6.1663 -0.3892 0.2570
H: -3.9618 -0.6152 0.3980
C: -4.0747 -3.0882 -4.7066
N: -4.1471 -2.0189 -3.7393
C: -3.8021 -2.0476 -2.4210
C: -3.2729 -3.3370 -1.8560
O: -3.9283 -1.0367 -1.7331
H: -3.4226 -2.7639 -5.5214
H: -5.0805 -3.2589 -5.0983
H: -3.6888 -4.0135 -4.2771
H: -4.4942 -1.1169 -4.0443
H: -3.0422 -3.2035 -0.7952
H: -4.0266 -4.1234 -1.9490
H: -2.3551 -3.6244 -2.3755
C: -0.6930 9.4801 0.7913
N: -1.5743 8.5762 1.4919
C: -1.3875 7.2531 1.7607
C: -0.1146 6.6075 1.2863
O: -2.2480 6.6257 2.3746
H: -0.4434 10.3015 1.4674
H: -1.2324 9.8774 -0.0721
H: 0.2233 8.9927 0.4559
H: -2.4536 8.9374 1.8431
H: -0.1106 5.5526 1.5748
H: -0.0481 6.6678 0.1968
H: 0.7473 7.0953 1.7489
C: 0.8584 -5.6693 -7.0418
N: -0.2978 -5.0267 -6.4634
C: -1.3821 -5.6080 -5.8766
C: -1.4244 -7.1093 -5.7985
O: -2.2872 -4.9055 -5.4312
H: 1.7449 -5.3114 -6.5124
H: 0.9222 -5.3703 -8.0910
H: 0.8081 -6.7567 -6.9750
H: -0.3431 -4.0144 -6.4776
H: -2.3486 -7.4235 -5.3052
H: -1.4074 -7.5369 -6.8044
H: -0.5780 -7.4775 -5.2128
C: 5.3070 -3.2758 -9.5266
N: 4.4257 -4.1796 -8.8260
C: 4.6125 -5.5028 -8.5572
C: 5.8854 -6.1483 -9.0316
O: 3.7520 -6.1301 -7.9433
H: 5.5566 -2.4544 -8.8504
H: 4.7676 -2.8785 -10.3899
H: 6.2233 -3.7632 -9.8619
H: 3.5464 -3.8185 -8.4748
H: 5.8894 -7.2033 -8.7431
H: 5.9519 -6.0881 -10.1211
H: 6.7473 -5.6605 -8.5689

Values from the calculation:
spin multiplicity = 1
E_HOMO = -8.08 eV
gap between HOMO and LUMO = 0.26950 Eh
max |F| = 0.1911 Eh/bohr
SMILES string = C=C[C@@]1(PP(=O)(O)O)[C@@](COC)(S(=O)(=O)C(F)(F)F)NC(=O)[C@@]1(CC(=O)c1ccccc1)OCCNC[C@@H](C)O.CNC(C)=O.CNC(C)=O.CNC(C)=O.CNC(C)=O


Formula: C5H12O3
Source: the Open Molecules 2025 dataset
Level of theory: ωB97M-V with the def2-TZVPD basis set

Cartesian coordinates (Å):
C: -0.0964 -3.0759 0.0743
C: -0.9847 -2.1619 0.5443
C: -1.0294 -0.6901 0.6147
C: 0.0014 -0.1480 -0.3170
C: 0.2264 1.2616 0.0384
O: 0.1708 2.0585 -0.8429
H: -0.0016 -4.1542 0.2009
H: 0.5216 -2.7955 -0.7348
H: -1.7523 -2.5005 1.2360
H: -1.1464 -0.2491 1.6290
H: -2.0277 -0.3934 0.1469
H: -0.3196 -0.3045 -1.3643
H: 0.7821 -0.7895 -0.1981
H: 0.1638 1.5508 1.0586
O: -0.5412 2.9930 -3.0003
H: -1.2643 2.8352 -2.4141
H: 0.1822 2.4313 -2.7156
O: 2.1103 1.5769 1.7615
H: 2.5196 0.7177 1.6482
H: 2.4853 1.8377 2.6345

Values from the calculation:
spin multiplicity = 1
E_HOMO = -9.65 eV
ΔE to the lowest compared entry with this formula, charge and spin = 3.418 eV
gap between HOMO and LUMO = 0.36703 Eh
max |F| = 0.0686 Eh/bohr
SMILES string = C=CCCC=O.O.O


Formula: C2H6O
Source: the Open Molecules 2025 dataset
Level of theory: ωB97M-V with the def2-TZVPD basis set

Cartesian coordinates (Å):
C: 0.0000 0.0000 0.0000
C: -0.2488 1.3243 -0.0795
H: 0.2714 -0.4336 0.9693
H: -0.0489 -0.6732 -0.8635
H: -0.1856 1.8445 0.8831
H: -0.4988 1.9199 -0.9650
O: 0.6107 -2.4941 1.7938
H: 0.5584 -2.7997 0.8599
H: 1.3326 -3.0322 2.1908

Values from the calculation:
spin multiplicity = 1
E_HOMO = -9.87 eV
ΔE to the lowest compared entry with this formula, charge and spin = 0.810 eV
gap between HOMO and LUMO = 0.39316 Eh
max |F| = 0.0262 Eh/bohr
SMILES string = C=C.O


Formula: C18H24I2NO7
Source: the Open Molecules 2025 dataset
Level of theory: ωB97M-V with the def2-TZVPD basis set

Cartesian coordinates (Å):
C: -1.3064 -1.2114 1.9915
O: -1.3435 -1.2273 0.5451
C: -1.7429 -2.5319 0.0621
C: -1.9013 -2.5791 -1.5336
C: -0.5584 -2.2518 -2.3457
N: -0.1064 -0.8210 -2.2390
C: -1.1193 0.2327 -2.2888
C: -0.7580 1.7575 -2.2249
C: 0.7427 2.1941 -2.0759
C: 1.7890 1.0352 -2.0253
C: 1.3025 -0.4568 -2.1187
C: 2.4794 -1.5550 -2.1046
I: 2.7905 -2.5916 -4.0130
C: 3.2778 -1.8416 -0.9672
C: 4.4730 -2.8945 -0.9138
I: 2.8793 -0.7581 0.9131
H: -0.2618 -1.4548 2.3945
H: -1.6148 -0.1977 2.4403
H: -2.0274 -1.9883 2.4560
H: -0.9428 -3.3005 0.3787
H: -2.7317 -2.8178 0.5958
H: -2.1755 -3.6752 -1.7946
H: -2.8112 -1.9544 -1.8269
H: 0.2419 -2.9969 -1.9623
H: -0.6856 -2.5186 -3.4669
H: -2.2399 0.0069 -2.4166
H: -1.5473 2.5815 -2.2898
H: 1.0532 3.3046 -2.0395
H: 2.9141 1.2709 -1.9291
H: 5.4542 -2.3100 -0.7516
H: 4.3981 -3.6330 -0.0268
H: 4.6032 -3.5254 -1.8557
C: 1.0269 6.6806 -1.9357
C: 0.4364 7.6506 -2.9135
O: 0.7895 7.0929 -4.1725
C: 0.9929 5.7628 -3.9796
O: 1.1412 4.9653 -4.8605
O: 1.0054 5.4518 -2.6518
H: 0.4425 6.6057 -1.0173
H: 2.0623 6.9221 -1.6791
H: -0.6540 7.7041 -2.8438
H: 0.8480 8.6550 -2.8042
C: -1.3086 -3.4077 5.9039
C: -2.0232 -3.0881 7.1816
O: -2.8135 -1.9601 6.8333
C: -2.9996 -2.0015 5.4864
O: -3.7571 -1.2937 4.8857
O: -2.2142 -2.9524 4.9074
H: -1.1121 -4.4751 5.7914
H: -0.3668 -2.8604 5.8023
H: -2.6844 -3.8971 7.5054
H: -1.3363 -2.8454 7.9939

Values from the calculation:
spin multiplicity = 1
E_HOMO = -11.81 eV
gap between HOMO and LUMO = 0.28247 Eh
total charge = +1
max |F| = 0.0868 Eh/bohr


Question: Which value of spin multiplicity does entry 5 give?
Answer: 1


Question: Which formula does entry 5 have?
Answer: C18H24I2NO7


Question: Which of these has the highest max |F|?
Answer: C34H59F3N6O14P2S


Question: Number 5 is which compound?
Answer: C18H24I2NO7